(1)
Density functional theory data (wB97M-V/def2-TZVPD) for the molecule C5H7Br in a non-equilibrium geometry.

XYZ file:
```
13
Properties=species:S:1:pos:R:3:forces:R:3:mulliken_charge:R:1
Br -3.043332 0.322097 -0.378960 -0.147 0.495 -0.258 -0.114
C -2.014035 -1.236105 -0.292169 -0.719 -0.621 -0.137 -0.323
C -0.618591 -1.243921 -0.466284 -2.555 -0.827 -0.541 -0.575
C 0.092836 -0.221357 -0.097594 2.599 4.096 0.752 1.224
C 1.250076 -0.323372 0.826977 0.034 0.710 1.014 -1.453
C -0.065561 1.197359 -0.584500 0.458 -0.521 -0.092 -1.457
H 0.964489 1.505784 -0.857640 -0.510 0.248 0.603 0.455
H -0.264306 -2.168737 -0.202826 1.034 -2.467 0.282 0.374
H 1.117923 0.122871 1.832537 -0.881 -0.252 -0.327 0.322
H -0.584558 1.234666 -1.527882 -0.688 0.164 0.057 0.400
H 1.617842 -1.289165 1.003747 0.285 -1.580 0.093 0.418
H -0.521873 1.812843 0.209597 0.260 0.118 -0.543 0.363
H 2.069084 0.287033 0.535002 0.829 0.438 -0.902 0.368
```
Forces are in eV/Å.

## Properties
Total charge: 0
Frontier orbital gap (spin up / spin down) in eV: 7.3870 / 7.3883

=====

(2)
Density functional theory data (wB97M-V/def2-TZVPD) for the molecule C5H7BrN2 in a non-equilibrium geometry.

XYZ file:
```
15
Properties=species:S:1:pos:R:3:forces:R:3:mulliken_charge:R:1
Br 3.240355 -0.389383 0.027834 0.039 -0.095 -0.043 -0.106
N -0.090271 -1.436109 -1.418124 0.435 -0.083 -0.392 -0.243
N 0.989034 -0.857630 -1.559690 -0.293 0.458 0.541 -0.290
C -0.755058 -1.380622 -0.132966 -0.465 -0.202 0.412 0.728
C 1.189113 1.464617 -0.701199 -0.367 -0.942 1.635 -1.126
C 1.454307 0.011568 -0.487307 -2.435 -1.885 1.744 0.322
C -2.080854 -1.682073 -0.135052 2.172 1.062 4.721 -0.778
C 0.053893 -0.856767 1.018597 0.052 1.850 -3.373 -0.745
H -2.680412 -1.834927 -0.951160 -1.075 -0.542 -1.967 0.374
H -0.612104 -0.174544 1.587180 1.220 -0.307 0.021 0.286
H 1.631389 1.938096 0.191122 -0.665 0.357 -0.523 0.328
H 1.649944 1.797066 -1.575555 1.008 0.679 -1.461 0.403
H 0.888964 -1.361509 1.448199 -0.080 -0.643 0.535 0.343
H 0.113490 1.562792 -0.834553 -0.050 0.415 0.362 0.299
H -2.547168 -1.657501 0.930745 0.504 -0.123 -2.214 0.206
```
Forces are in eV/Å.

## Properties
Total charge: 0
Frontier orbital gap in eV: 8.5171

=====

(3)
Density functional theory data (wB97M-V/def2-TZVPD) for a structure of composition C5H7Cl2F in a non-equilibrium geometry.

XYZ file:
```
15
Properties=species:S:1:pos:R:3:forces:R:3:mulliken_charge:R:1
Cl 2.886629 -0.940407 0.307726 -0.728 -1.060 -0.938 -0.231
Cl -1.359372 -2.169818 -0.289495 -1.106 -0.718 0.047 -0.233
F -0.215235 1.902745 -0.848938 -0.339 0.901 -1.592 -0.265
C 1.357252 -1.286766 -0.727533 0.635 1.384 -0.320 -0.550
C 0.758076 1.228655 -0.172979 -4.828 -0.509 3.998 -0.949
C -0.860172 -0.585502 0.027044 1.473 2.917 1.432 0.661
C 0.426906 -0.218332 -0.212072 -2.290 -1.957 -0.390 0.175
C -1.797931 0.370658 0.800221 -1.342 1.810 2.193 -0.870
H -2.301162 -0.355658 1.671335 0.494 2.146 -2.700 0.321
H 0.913519 -2.291531 -0.741965 0.764 0.278 1.185 0.385
H -2.583269 1.135794 0.006568 2.304 -2.872 2.849 0.229
H 1.590417 -1.182781 -1.798311 0.545 0.577 0.419 0.319
H 0.715664 1.775230 0.805626 0.283 -1.239 -0.127 0.261
H -1.191492 1.278439 1.656803 -1.553 -2.937 -3.197 0.210
H 1.660174 1.339272 -0.484027 5.687 1.279 -2.859 0.536
```
Forces are in eV/Å.

## Properties
Total charge: 0
Frontier orbital gap in eV: 9.9583

=====

(4)
Density functional theory data (wB97M-V/def2-TZVPD) for a cluster of 2 separate species, C5H7Cl2N3PS in total in a non-equilibrium geometry.

XYZ file:
```
19
Properties=species:S:1:pos:R:3:forces:R:3:mulliken_charge:R:1
Cl -3.945005 1.885411 0.384554 0.491 0.475 0.120 -0.001
Cl -5.002887 -0.723249 1.649458 0.828 -0.087 -0.910 -0.052
S -4.606861 -0.512288 -1.833001 1.169 0.300 2.778 0.002
P -4.037701 -0.021619 0.017333 -2.209 -0.548 -2.109 0.782
N -0.205278 1.348160 -1.112914 -2.729 1.056 -0.196 -0.599
N 0.900183 -0.452656 -0.246763 0.119 1.066 -0.245 0.045
N 1.756521 1.721374 0.125162 -0.269 0.206 1.376 -0.569
C 2.645400 1.193095 0.916915 0.904 0.145 0.396 0.075
C 0.754980 0.933600 -0.378787 1.262 1.034 -1.021 0.380
C -0.180932 -1.213178 -0.821025 1.468 -1.271 -0.779 -0.620
C 1.954191 -0.983796 0.414877 -0.397 -2.329 0.023 0.365
C 2.882211 -0.219960 1.050589 -1.205 0.275 0.338 -0.692
H 3.506276 -0.714428 1.792062 0.336 0.501 -0.476 0.359
H 0.089834 -2.209052 -0.523425 -0.303 -0.879 -0.011 0.337
H 1.961409 -2.136958 0.447040 0.029 2.043 0.003 0.234
H -0.586683 2.354629 -1.179185 2.079 -2.035 0.516 0.264
H 3.255729 1.908088 1.510974 -0.211 -0.536 -0.682 0.371
H -1.076098 -0.942122 -0.229018 -0.116 0.034 -1.321 0.005
H -0.065292 -1.215047 -1.984852 -1.246 0.550 2.197 0.314
```
Forces are in eV/Å.

## Properties
Total charge: +1
Frontier orbital gap (spin up / spin down) in eV: 3.0411 / 3.0413

=====

(5)
Density functional theory data (wB97M-V/def2-TZVPD) for a cluster of 2 separate species, C5H7ClF2S in total in a non-equilibrium geometry.

XYZ file:
```
16
Properties=species:S:1:pos:R:3:forces:R:3:mulliken_charge:R:1
Cl 5.378372 0.282544 0.002552 -0.366 -0.164 0.324 -0.130
S -0.356154 1.700723 -0.114220 0.072 0.114 0.262 -0.266
F 3.812520 0.589498 -2.527839 0.169 0.079 0.573 -0.223
F 3.158064 -1.024854 0.586211 1.083 0.479 -0.845 -0.205
C 3.234581 -0.115103 -1.531415 0.725 -0.499 -1.355 -0.105
C 3.837294 -0.345105 -0.384656 -0.559 0.150 0.946 0.359
C -0.863037 0.441149 2.219096 -1.164 -0.154 1.773 -0.801
C -1.316214 0.712946 1.014894 0.605 -0.967 -2.296 0.634
C -2.505476 0.094339 0.264557 2.289 -1.178 2.551 -1.236
H 0.113658 2.453698 0.882600 0.317 0.229 -0.206 0.125
H -3.122196 0.889727 0.174405 -2.605 2.163 -0.880 0.383
H 0.116193 0.732287 2.576987 -0.116 0.295 -0.052 0.287
H -2.906883 -0.642525 0.944442 -0.487 -0.319 -0.074 0.303
H -1.575111 0.056648 2.988920 0.805 -0.245 -0.788 0.213
H -2.254184 -0.365651 -0.675908 0.310 0.045 -0.304 0.358
H 2.470319 -0.732941 -1.938566 -1.078 -0.028 0.373 0.305
```
Forces are in eV/Å.

## Properties
SMILES string: F/C=C(/F)Cl.C=C(C)S
Total charge: 0
Frontier orbital gap in eV: 9.4390

=====

(6)
Density functional theory data (wB97M-V/def2-TZVPD) for the molecule C5H7ClFN in a non-equilibrium geometry.

XYZ file:
```
15
Properties=species:S:1:pos:R:3:forces:R:3:mulliken_charge:R:1
Cl -0.534047 -0.006450 -2.052812 0.151 0.455 0.795 -0.209
F 1.316276 -0.437966 1.340532 1.283 -0.910 -0.110 -0.238
N -0.904112 0.486050 1.901036 -2.275 -1.559 -0.540 -0.561
C 0.646662 -0.883566 0.261106 -1.026 -3.677 1.014 0.332
C 0.380147 -2.240853 0.149118 -1.788 1.120 -1.072 -0.714
C 0.018340 0.318534 -0.368947 1.223 -3.214 -3.058 0.294
C -0.680035 1.082249 0.586745 -4.473 1.838 2.275 -0.008
C 0.630833 1.557378 0.075306 -3.370 4.866 -3.673 -0.671
H 0.629101 -3.112579 0.852203 0.160 2.025 -0.990 0.279
H 1.350008 1.605773 0.758464 3.368 0.043 2.036 0.375
H -0.434267 -2.553371 -0.653560 2.138 0.865 1.526 0.167
H -1.924949 0.174842 2.044068 1.984 0.306 -1.035 0.241
H 0.407309 2.590959 -0.593536 1.036 -3.189 1.763 0.207
H -0.889560 1.198983 2.555467 0.630 1.826 1.710 0.206
H -1.552226 1.741942 0.342686 0.960 -0.795 -0.643 0.299
```
Forces are in eV/Å.

## Properties
SMILES string: C=C(F)[C@]1(Cl)C[C@@H]1N
Total charge: 0
Frontier orbital gap in eV: 10.0654

=====

| no. | calculated total energy (eV) |
| --- | --- |
| 1 | -75336.5324 |
| 2 | -78316.8341 |
| 3 | -33057.1623 |
| 4 | -54928.2029 |
| 5 | -34088.5619 |
| 6 | -22024.9858 |